Record 1
DFT (the ωB97M-V functional and the def2-TZVPD basis) results for a structure of composition C42H44NOP3PdS in a non-equilibrium geometry.

Results
Charge: +2
HOMO, eV: -13.12
Energy above the lowest of the compared OMol25 structures with the same formula, charge and spin, kcal/mol: 11.5
Kohn-Sham gap, eV: 6.8
E, Ha: -3306.55690

CARTESIAN COORDINATES (ANGSTROEM)
Pd (-0.2092, -0.2068, -0.6700)
C (2.4940, -2.7671, 1.6059)
N (1.6280, -1.7455, 1.0035)
P (1.8938, -0.9554, -0.4556)
C (3.6442, -0.5238, -0.5241)
C (4.4911, -1.3539, -1.2695)
C (5.8604, -1.1319, -1.2714)
C (6.3976, -0.0800, -0.5483)
C (5.5688, 0.7381, 0.2084)
C (4.2035, 0.5154, 0.2265)
C (1.6137, -2.1193, -1.8058)
C (1.9078, -1.7361, -3.1214)
C (1.6138, -2.5848, -4.1717)
C (1.0123, -3.8159, -3.9228)
C (0.7199, -4.2009, -2.6248)
C (1.0161, -3.3539, -1.5640)
P (0.0926, -1.2211, 1.5365)
C (0.2991, -0.6692, 3.2298)
C (-0.7862, -0.6329, 4.1071)
C (-0.6153, -0.1633, 5.3993)
C (0.6301, 0.2891, 5.8157)
C (1.7056, 0.2819, 4.9387)
C (1.5399, -0.1853, 3.6442)
C (-1.0166, -2.6475, 1.5795)
C (-1.2284, -3.4967, 2.6678)
C (-2.1019, -4.5667, 2.5512)
C (-2.7638, -4.8008, 1.3509)
C (-2.5433, -3.9767, 0.2544)
C (-1.6772, -2.9028, 0.3817)
H (3.3851, -2.3183, 2.0451)
H (2.7972, -3.5005, 0.8585)
H (1.9379, -3.2835, 2.3876)
H (4.0947, -2.1774, -1.8434)
H (6.5045, -1.7870, -1.8427)
H (7.4646, 0.0986, -0.5666)
H (5.9889, 1.5495, 0.7876)
H (3.5912, 1.1425, 0.8574)
H (2.3849, -0.7833, -3.3229)
H (1.8536, -2.2928, -5.1853)
H (0.7752, -4.4750, -4.7474)
H (0.2648, -5.1635, -2.4317)
H (0.8082, -3.6703, -0.5501)
H (-1.7631, -0.9771, 3.7894)
H (-1.4533, -0.1515, 6.0833)
H (0.7610, 0.6524, 6.8263)
H (2.6733, 0.6408, 5.2633)
H (2.3806, -0.1843, 2.9600)
H (-0.7104, -3.3277, 3.6040)
H (-2.2684, -5.2211, 3.3964)
H (-3.4504, -5.6334, 1.2705)
H (-3.0450, -4.1655, -0.6857)
H (-1.4717, -2.2384, -0.4564)
O (-2.1480, 0.0758, -1.2984)
S (-3.0235, 1.1731, -0.5948)
C (-4.6523, 0.8862, -1.2986)
C (-5.3523, -0.1140, -0.3832)
C (-4.9795, 0.3122, 1.0344)
C (-3.4589, 0.4858, 1.0246)
H (-4.4829, 0.5558, -2.3227)
H (-5.1538, 1.8560, -1.3172)
H (-4.9866, -1.1222, -0.5880)
H (-6.4281, -0.1073, -0.5500)
H (-5.2818, -0.4147, 1.7869)
H (-5.4631, 1.2598, 1.2801)
H (-2.9374, -0.4730, 1.0591)
H (-3.0684, 1.1472, 1.7970)
C (1.6695, 2.1762, -2.5227)
P (0.1683, 2.0019, -1.5057)
C (-1.0420, 2.8492, -2.5420)
C (-1.8118, 2.0913, -3.4278)
C (-2.6681, 2.7212, -4.3194)
C (-2.7501, 4.1065, -4.3405)
C (-1.9626, 4.8647, -3.4852)
C (-1.1091, 4.2420, -2.5870)
C (0.4133, 2.9694, -0.0047)
C (1.6181, 2.8729, 0.6779)
C (1.8258, 3.5671, 1.8575)
C (0.8122, 4.3644, 2.3731)
C (-0.4045, 4.4540, 1.7106)
C (-0.6107, 3.7517, 0.5312)
H (1.8083, 3.2190, -2.8099)
H (1.5279, 1.5753, -3.4211)
H (2.5588, 1.8272, -1.9959)
H (-1.7235, 1.0131, -3.4326)
H (-3.2660, 2.1310, -5.0015)
H (-3.4163, 4.5983, -5.0370)
H (-2.0057, 5.9451, -3.5214)
H (-0.4926, 4.8482, -1.9354)
H (2.4012, 2.2608, 0.2594)
H (2.7764, 3.4960, 2.3709)
H (0.9705, 4.9173, 3.2895)
H (-1.1940, 5.0783, 2.1077)
H (-1.5702, 3.8172, 0.0336)

Force components x, y, z for each atom (eV/Å):
1.03 2.12 0.19
0.00 0.08 0.01
0.13 0.13 0.20
-0.33 -0.83 0.09
0.04 0.14 -0.12
0.01 0.09 0.05
-0.04 -0.02 -0.02
0.05 0.02 0.00
0.01 0.00 -0.02
-0.03 -0.09 0.14
0.14 -0.03 -0.13
-0.07 0.02 0.02
-0.05 -0.03 0.00
0.00 0.03 -0.05
-0.02 0.02 0.06
0.12 -0.08 -0.01
-0.35 -0.84 -0.69
0.08 0.31 -0.03
-0.04 0.01 -0.02
0.01 0.03 -0.02
0.00 0.01 0.03
-0.01 0.01 -0.03
0.02 -0.03 0.02
0.08 -0.13 0.26
0.10 0.02 0.06
-0.01 0.01 -0.04
0.00 -0.03 -0.02
0.03 -0.01 0.06
-0.04 0.01 -0.15
0.01 -0.01 0.01
0.00 0.00 0.00
0.01 0.00 0.00
-0.02 -0.03 0.00
-0.01 0.02 -0.01
-0.01 0.00 0.02
-0.01 -0.01 0.01
0.01 -0.14 0.04
0.00 0.00 0.03
-0.01 0.00 0.00
0.03 -0.01 0.01
0.01 0.01 0.00
-0.06 0.02 0.00
0.01 -0.04 0.00
0.00 0.00 -0.01
0.00 -0.01 0.00
-0.01 -0.01 0.00
-0.01 -0.02 0.01
-0.02 0.01 0.01
0.01 0.00 -0.01
0.01 0.00 0.00
0.00 0.00 0.01
-0.34 -0.23 -0.03
-1.08 0.19 0.84
0.54 -0.53 -0.29
-0.16 -0.04 -0.04
0.00 0.01 0.00
0.04 0.00 -0.06
-0.13 0.00 0.10
-0.02 0.02 0.01
0.00 -0.01 0.01
0.00 0.00 0.01
0.00 0.01 -0.01
0.02 -0.02 0.00
-0.01 -0.01 0.01
0.00 -0.02 0.00
0.00 -0.02 0.01
0.12 0.14 0.19
0.66 -0.49 -0.54
-0.17 -0.16 -0.11
0.09 0.07 -0.13
0.01 0.01 0.04
-0.03 0.01 -0.03
0.01 -0.01 0.02
-0.01 0.02 0.01
-0.39 0.22 0.04
0.09 0.05 -0.08
-0.04 -0.01 0.00
-0.02 0.01 0.03
0.03 -0.05 0.00
-0.04 -0.05 0.08
0.01 -0.01 0.00
-0.01 0.01 -0.01
-0.01 -0.04 -0.01
-0.04 0.01 0.02
0.02 0.00 -0.02
0.00 0.00 0.01
-0.01 -0.01 0.01
0.00 -0.02 0.01
-0.01 0.15 -0.04
0.00 0.01 -0.01
0.00 0.00 -0.01
0.01 -0.01 0.01
0.04 0.04 -0.03



Record 2
DFT (the ωB97M-V functional and the def2-TZVPD basis) results for a cluster of 7 separate species, C42H45BClN6O12P in total.

Results
Charge: 0
HOMO, eV: -7.93
SMILES: O=[N+]([O-])c1ccccc1.O=[N+]([O-])c1ccccc1.O=[N+]([O-])c1ccccc1.O=[N+]([O-])c1ccccc1.O=[N+]([O-])c1ccccc1.O=[N+]([O-])c1ccccc1.CC(C)CB(Cl)P(C)C
Kohn-Sham gap, eV: 7.3
E, Ha: -3684.77098

CARTESIAN COORDINATES (ANGSTROEM)
O (4.3155, 2.8281, 1.5227)
N (3.7546, 2.1035, 0.7239)
O (3.8689, 2.1855, -0.4823)
C (2.8484, 1.0628, 1.2545)
C (2.6341, 1.0115, 2.6201)
C (1.7594, 0.0531, 3.1077)
C (1.1238, -0.8195, 2.2340)
C (1.3611, -0.7473, 0.8681)
C (2.2379, 0.1993, 0.3625)
H (3.1422, 1.7110, 3.2667)
H (1.5746, -0.0093, 4.1722)
H (0.4415, -1.5675, 2.6180)
H (0.8729, -1.4398, 0.1962)
H (2.4479, 0.2782, -0.6936)
O (3.2487, -3.1286, -0.2559)
N (2.8823, -3.6527, 0.7758)
O (1.7188, -3.8576, 1.0667)
C (3.9150, -4.0594, 1.7484)
C (5.2417, -3.8170, 1.4430)
C (6.2046, -4.2104, 2.3586)
C (5.8299, -4.8238, 3.5460)
C (4.4886, -5.0519, 3.8280)
C (3.5114, -4.6687, 2.9233)
H (5.5013, -3.3489, 0.5055)
H (7.2507, -4.0535, 2.1345)
H (6.5891, -5.1368, 4.2505)
H (4.2002, -5.5326, 4.7534)
H (2.4601, -4.8322, 3.1072)
O (-1.9004, 1.8549, -1.4847)
N (-1.8916, 1.1160, -0.5194)
O (-1.0860, 1.1701, 0.3888)
C (-2.9502, 0.0913, -0.4277)
C (-3.8968, 0.0251, -1.4335)
C (-4.9370, -0.8781, -1.2963)
C (-4.9997, -1.7055, -0.1820)
C (-4.0167, -1.6427, 0.7976)
C (-2.9798, -0.7297, 0.6848)
H (-3.8314, 0.6937, -2.2798)
H (-5.7122, -0.9130, -2.0497)
H (-5.8245, -2.3970, -0.0695)
H (-4.0742, -2.2865, 1.6645)
H (-2.2145, -0.6321, 1.4414)
O (6.4530, -6.8351, 0.2181)
N (6.4342, -7.5680, 1.1849)
O (7.2520, -7.5497, 2.0829)
C (5.3257, -8.5404, 1.2857)
C (4.3784, -8.5665, 0.2784)
C (3.3329, -9.4700, 0.3885)
C (3.2549, -10.3171, 1.4861)
C (4.2210, -10.2686, 2.4827)
C (5.2733, -9.3710, 2.3900)
H (4.4691, -7.8902, -0.5584)
H (2.5776, -9.5089, -0.3849)
H (2.4353, -11.0191, 1.5659)
H (4.1568, -10.9299, 3.3363)
H (6.0417, -9.3040, 3.1455)
O (-5.9054, 1.7582, 0.5877)
N (-6.1123, 2.3770, -0.4375)
O (-6.8870, 2.0282, -1.3036)
C (-5.3367, 3.6134, -0.6603)
C (-4.3592, 3.9535, 0.2581)
C (-3.6045, 5.0907, 0.0189)
C (-3.8396, 5.8573, -1.1149)
C (-4.8272, 5.4918, -2.0202)
C (-5.5875, 4.3537, -1.8011)
H (-4.1899, 3.3244, 1.1198)
H (-2.8251, 5.3708, 0.7147)
H (-3.2442, 6.7421, -1.2977)
H (-5.0031, 6.0887, -2.9049)
H (-6.3554, 4.0333, -2.4891)
O (-3.4552, -2.6785, 5.5493)
N (-4.1129, -2.0851, 4.7198)
O (-4.8494, -2.6251, 3.9143)
C (-3.9822, -0.6122, 4.6687)
C (-3.1025, -0.0075, 5.5496)
C (-2.9687, 1.3704, 5.4978)
C (-3.7082, 2.1080, 4.5823)
C (-4.5858, 1.4765, 3.7111)
C (-4.7297, 0.0973, 3.7461)
H (-2.5459, -0.6134, 6.2488)
H (-2.2873, 1.8670, 6.1757)
H (-3.6006, 3.1848, 4.5508)
H (-5.1628, 2.0458, 2.9967)
H (-5.4042, -0.4187, 3.0797)
C (-0.9227, 6.3468, -7.4435)
C (-0.3040, 5.0743, -6.8576)
C (0.2488, 4.1416, -7.9389)
C (0.7772, 5.4049, -5.8001)
B (0.9236, 4.4254, -4.5789)
Cl (0.3916, 2.7368, -4.7131)
P (1.8255, 4.8198, -3.0040)
C (1.0591, 3.8768, -1.6298)
C (1.5010, 6.5891, -2.6258)
H (-1.3218, 6.1745, -8.4456)
H (-1.7433, 6.7087, -6.8199)
H (-0.1903, 7.1552, -7.5225)
H (-1.0900, 4.5163, -6.3364)
H (1.2149, 4.4904, -8.3185)
H (-0.4336, 4.0699, -8.7894)
H (0.4055, 3.1354, -7.5477)
H (0.6254, 6.4217, -5.4192)
H (1.7607, 5.4487, -6.2929)
H (1.0788, 4.5058, -0.7376)
H (0.0317, 3.5755, -1.8283)
H (1.6577, 2.9914, -1.4227)
H (2.2075, 6.9463, -1.8764)
H (1.6663, 7.1662, -3.5362)
H (0.4867, 6.7828, -2.2676)

Force components x, y, z for each atom (eV/Å):
0.01 -0.04 -0.03
-0.12 -0.02 0.01
0.09 0.00 0.03
0.05 0.08 -0.05
-0.04 -0.03 -0.03
0.02 0.03 0.02
0.00 -0.01 -0.02
0.03 -0.03 -0.02
-0.03 0.04 0.08
-0.01 -0.01 0.01
-0.01 -0.01 -0.01
0.01 -0.01 0.00
0.01 0.00 0.01
-0.02 -0.01 0.00
-0.02 -0.02 0.01
0.03 0.02 0.02
-0.01 -0.05 -0.01
-0.07 0.06 -0.07
-0.02 -0.06 0.02
0.04 -0.01 -0.03
-0.02 -0.02 -0.01
-0.03 -0.02 0.01
0.05 0.01 -0.02
0.00 0.00 0.01
-0.01 0.00 0.01
0.00 0.00 -0.01
0.01 0.00 0.00
0.01 -0.01 0.01
0.02 0.00 0.04
-0.09 -0.07 0.02
0.03 0.12 -0.05
0.05 0.07 0.01
-0.07 0.09 0.02
-0.04 -0.02 0.00
0.04 0.03 -0.02
-0.01 0.00 -0.01
-0.03 0.01 -0.02
0.02 -0.01 0.00
0.01 -0.04 0.00
0.02 -0.01 -0.01
0.00 -0.02 -0.02
-0.01 -0.01 0.00
0.05 0.02 -0.02
-0.11 0.01 0.05
0.04 0.00 0.00
0.05 0.09 0.01
-0.01 -0.03 0.05
0.00 0.02 -0.03
0.01 0.01 0.00
0.02 0.00 0.02
-0.04 -0.01 -0.05
-0.01 -0.01 0.00
0.00 -0.01 0.01
0.00 0.00 0.00
-0.01 0.00 -0.01
-0.01 -0.01 0.00
-0.06 0.01 0.14
0.14 -0.04 -0.09
-0.05 0.03 0.00
0.02 -0.13 -0.01
0.01 0.01 -0.08
0.01 -0.02 0.03
0.00 -0.02 0.00
-0.02 -0.01 -0.02
0.03 0.03 0.05
0.02 0.02 0.00
0.00 0.00 -0.01
0.00 0.00 0.00
0.01 0.00 0.01
0.01 0.01 0.00
-0.05 0.01 0.03
0.10 -0.04 -0.11
-0.01 0.14 0.09
-0.04 -0.13 0.01
-0.01 0.05 -0.04
0.02 -0.04 0.03
-0.02 0.01 -0.03
0.02 -0.03 0.00
0.01 0.00 0.06
0.00 0.02 0.00
-0.01 0.00 -0.01
0.00 -0.01 0.00
-0.02 0.02 -0.02
0.00 0.01 -0.01
0.04 0.08 -0.07
0.12 -0.22 0.17
0.10 0.00 -0.05
-0.05 0.01 -0.03
-0.16 -0.01 -0.16
-0.09 -0.12 -0.05
0.39 0.16 0.13
-0.08 -0.05 0.08
-0.10 0.12 0.01
-0.06 -0.03 0.06
0.08 0.05 0.02
0.02 -0.08 -0.04
-0.09 0.08 -0.15
-0.09 0.10 -0.01
-0.02 -0.03 0.07
0.02 0.05 0.02
-0.05 -0.05 0.03
-0.04 0.02 0.01
0.04 -0.02 -0.01
0.02 0.01 0.01
-0.06 -0.02 0.00
-0.01 -0.04 -0.01
0.01 0.03 0.05
0.03 -0.06 -0.05



Record 3
DFT (the ωB97M-V functional and the def2-TZVPD basis) results for a structure of composition C42H45N3O11PPt.

Results
Charge: -1
HOMO (spin up / spin down), eV: -5.03 / -5.15
Multiplicity: 3
Energy above the lowest of the compared OMol25 structures with the same formula, charge and spin, kcal/mol: 35.8
Kohn-Sham gap (spin up / spin down), eV: 6.7 / 6.8
E, Ha: -3080.16009

CARTESIAN COORDINATES (ANGSTROEM)
Pt (0.6825, -1.5408, 0.3818)
C (-4.0507, 1.5572, 1.1099)
O (-3.5238, 1.8528, -0.1928)
P (-1.8792, 1.9379, -0.2436)
O (-1.7303, 1.7603, -1.8611)
C (-1.9304, 0.4411, -2.3822)
O (-1.5865, 3.5327, -0.1837)
C (-2.1134, 4.4461, -1.1513)
H (-5.1325, 1.5094, 1.0126)
H (-3.7935, 2.3388, 1.8289)
H (-3.6723, 0.5991, 1.4753)
H (-1.5419, 0.4353, -3.3982)
H (-2.9896, 0.1859, -2.3875)
H (-1.3885, -0.3074, -1.7918)
H (-1.9443, 5.4505, -0.7674)
H (-3.1834, 4.2850, -1.2961)
H (-1.5977, 4.3279, -2.1042)
O (4.8971, -5.0347, 1.8287)
C (3.5620, -5.0197, 2.1006)
C (2.9482, -6.2077, 2.5031)
C (1.5970, -6.2631, 2.7886)
C (0.8334, -5.1116, 2.6808)
C (1.4528, -3.9420, 2.2765)
C (2.8074, -3.8441, 1.9658)
C (3.4234, -2.5157, 1.5380)
O (4.6356, -2.4104, 1.4586)
O (2.6134, -1.5185, 1.3378)
H (5.1976, -5.9432, 1.9315)
H (3.5575, -7.1038, 2.5834)
H (1.1492, -7.2009, 3.0946)
H (-0.2263, -5.1095, 2.9052)
H (0.8397, -3.0527, 2.2367)
O (1.0886, -4.7735, -1.8399)
C (1.2560, -3.5632, -1.8703)
O (1.7936, -2.8352, -0.9471)
C (0.8556, -2.7935, -3.1171)
C (-0.0761, -3.3075, -4.0063)
C (-0.4803, -2.5897, -5.1353)
C (0.1047, -1.3611, -5.3323)
O (-0.1122, -0.4627, -6.3544)
C (0.7501, 0.6436, -6.0949)
O (1.4829, 0.3755, -4.9029)
C (1.0554, -0.8619, -4.4659)
C (1.4513, -1.5503, -3.3497)
H (-0.4903, -4.2845, -3.7928)
H (-1.2194, -2.9756, -5.8255)
H (0.1466, 1.5428, -5.9552)
H (1.4464, 0.7603, -6.9276)
H (2.2073, -1.1954, -2.6599)
C (-1.1798, 0.8969, 3.3882)
C (-0.8638, -0.4784, 3.9793)
C (0.6297, -0.7928, 3.9317)
C (-1.7507, -1.5742, 3.4094)
C (-2.5290, -2.2987, 4.3064)
C (-3.3899, -3.3021, 3.8975)
C (-3.4861, -3.5756, 2.5450)
C (-2.7419, -2.8813, 1.5958)
C (-3.0397, -3.1750, 0.1334)
C (-3.8830, -2.0408, -0.4622)
C (-1.8561, -3.5090, -0.7651)
C (-1.8480, -1.8658, 2.0238)
O (-1.2000, -1.1133, 1.1211)
H (-0.5501, 1.6671, 3.8467)
H (-2.2242, 1.1665, 3.5694)
H (-1.0207, 0.9040, 2.3097)
H (-1.1229, -0.4353, 5.0427)
H (1.0346, -0.8419, 2.9236)
H (0.8444, -1.7525, 4.4060)
H (1.1871, -0.0190, 4.4711)
H (-2.4511, -2.0588, 5.3627)
H (-3.9870, -3.8486, 4.6172)
H (-4.1688, -4.3458, 2.1976)
H (-3.6641, -4.0746, 0.1592)
H (-3.4149, -1.0753, -0.2539)
H (-4.8868, -2.0274, -0.0314)
H (-3.9747, -2.1457, -1.5475)
H (-1.2291, -2.6395, -0.9457)
H (-2.2243, -3.8357, -1.7414)
H (-1.2273, -4.3034, -0.3574)
N (2.4065, 5.5151, 0.4758)
C (2.5615, 6.7735, -0.0626)
C (2.8850, 8.0064, 0.4940)
C (2.9456, 9.0813, -0.3729)
C (2.6913, 8.9331, -1.7455)
C (2.3699, 7.7049, -2.2895)
C (2.3045, 6.6072, -1.4317)
N (2.0070, 5.2851, -1.7043)
C (2.0787, 4.6710, -0.5554)
C (1.8189, 3.2403, -0.3562)
C (1.8631, 2.6387, 0.8964)
C (1.5440, 1.3009, 1.0160)
N (1.1777, 0.5616, -0.0327)
C (1.1723, 1.1252, -1.2418)
C (1.4878, 2.4523, -1.4493)
H (2.5309, 5.2544, 1.4363)
H (3.0826, 8.1243, 1.5522)
H (3.1943, 10.0610, 0.0151)
H (2.7503, 9.8034, -2.3866)
H (2.1737, 7.5843, -3.3471)
H (2.1248, 3.1801, 1.7960)
H (1.5762, 0.7927, 1.9689)
H (0.8572, 0.5015, -2.0672)
H (1.4419, 2.8761, -2.4422)

Force components x, y, z for each atom (eV/Å):
0.10 -0.65 -0.21
0.01 -0.04 -0.12
0.02 0.04 0.18
0.05 0.00 0.01
-0.14 -0.10 -0.12
0.12 0.03 0.07
-0.07 0.15 -0.11
-0.02 -0.04 0.02
-0.02 -0.02 -0.02
0.00 0.01 -0.02
0.00 0.02 -0.01
-0.01 -0.01 -0.05
-0.02 0.02 0.00
-0.05 0.02 0.01
0.01 -0.01 0.01
0.03 -0.01 0.01
0.00 0.00 0.02
-0.05 0.04 0.00
-0.01 -0.03 -0.10
0.02 0.03 -0.01
-0.02 0.02 0.01
0.03 -0.05 0.00
-0.03 0.04 0.10
0.02 -0.04 0.01
0.03 -0.14 -0.07
-0.09 0.06 0.12
-0.10 0.14 0.02
0.02 -0.01 -0.02
-0.01 0.00 0.00
0.00 0.00 -0.01
0.02 -0.01 -0.01
0.02 0.12 0.00
-0.03 0.10 0.04
-0.01 0.05 -0.09
-0.01 -0.14 0.23
0.00 0.00 -0.03
-0.03 -0.01 0.09
-0.04 0.06 -0.07
-0.02 -0.03 -0.03
-0.01 -0.05 0.03
-0.01 -0.08 0.07
-0.05 -0.01 0.00
0.02 0.02 0.01
0.15 0.05 0.04
0.00 0.01 -0.02
0.02 0.01 0.01
0.00 0.05 -0.01
0.01 0.02 -0.03
-0.05 0.04 -0.07
0.02 0.03 -0.05
-0.12 0.04 0.04
0.05 0.02 0.07
0.05 -0.09 -0.14
0.09 -0.01 0.07
-0.02 0.00 0.02
0.05 -0.04 -0.09
0.08 0.07 0.04
-0.09 -0.01 0.10
0.04 0.11 0.02
0.02 -0.09 0.03
-0.13 0.02 -0.06
0.06 0.13 0.08
-0.01 -0.02 0.00
0.03 -0.02 0.02
0.03 0.01 0.07
-0.03 0.03 0.01
-0.06 -0.08 -0.01
-0.01 0.01 0.01
-0.01 -0.03 0.00
0.00 -0.01 -0.02
0.02 0.00 0.00
0.02 0.02 0.02
-0.03 0.02 -0.09
0.02 -0.06 -0.06
0.02 0.01 0.03
-0.03 -0.03 0.03
0.05 0.11 -0.03
0.02 -0.06 0.02
-0.01 0.04 0.01
0.03 0.00 -0.02
-0.03 -0.03 -0.01
0.01 0.01 0.00
0.00 0.00 0.03
0.00 -0.02 -0.02
0.00 0.01 0.00
0.00 0.02 0.02
-0.01 -0.01 -0.04
0.00 0.08 0.02
0.00 -0.02 -0.02
-0.02 -0.01 0.01
0.04 -0.07 -0.07
0.09 0.20 -0.02
-0.15 -0.03 0.03
0.02 0.02 0.00
-0.01 0.00 0.02
-0.01 -0.01 -0.02
0.00 -0.01 0.00
0.00 -0.01 0.00
0.00 0.00 0.02
0.00 0.02 -0.02
0.03 0.06 -0.04
0.06 -0.01 0.07
0.01 0.01 0.03